The following is a quantum chemistry calculation of a single C5H8O molecule, from the Open Molecules 2025 dataset.

Energy: -7356.627 eV
Multiplicity: 1
Strongest force on any atom: 0.0077 hartree/bohr
Energy above the lowest of the compared OMol25 structures with the same formula, charge and spin: 129.8 kcal per mole

Last column: natural (NBO) charge in e.
CARTESIAN COORDINATES (ANGSTROEM)
1 C -1.08 -0.50 0.86  -0.58
2 C -0.07 -1.27 1.61  0.01
3 C 1.34 -0.03 -0.27  -0.07
4 O 1.07 0.02 -1.67  -0.53
5 C -0.27 0.48 -1.46  -0.05
6 C -0.12 0.44 0.07  -0.25
7 H -1.69 -1.11 0.18  0.20
8 H -1.75 0.12 1.47  0.23
9 H 0.36 -0.54 2.33  0.08
10 H 1.66 -1.02 0.05  0.21
11 H 2.09 0.71 0.03  0.17
12 H -1.01 -0.20 -1.88  0.18
13 H -0.42 1.48 -1.88  0.18
14 H -0.12 1.42 0.54  0.22